#w
This record from the Open Molecules 2025 dataset describes a structure of composition CN2O2. The level of theory is ωB97M-V/def2-TZVPD.

Last column: natural (NBO) charge in e.
Positions of all 5 atoms, in Å:
C1 0.45656 0.15590 0.40640  0.858
N1 -0.01317 -1.10490 -0.14586  -0.294
N2 -0.86419 -0.55508 -0.88448  0.254
O1 1.02098 0.73704 1.23152  -0.399
O2 -0.60019 0.76705 -0.60759  -0.419

Its HOMO energy is -0.434 Eh. The multiplicity is 1.

***

#x
This record from the Open Molecules 2025 dataset describes a cluster of 2 separate species, CN2O2 in total. The level of theory is ωB97M-V/def2-TZVPD.

Last column: natural (NBO) charge in e.
Positions of all 5 atoms, in Å:
C1 -2.01107 0.37253 0.39687  0.217
N1 -1.12908 -0.40405 0.16511  -0.697
N2 0.80766 -0.01535 -0.17684  0.766
O1 1.04386 1.03279 -0.58974  -0.146
O2 1.28862 -0.98593 0.20460  -0.141

Its HOMO energy (alpha / beta) is -0.399 / -0.399 Eh. The multiplicity is 1.

***

Which of them is least stable? Easy: #x.

***

#w
This record from the Open Molecules 2025 dataset describes a structure of composition C4H3I. The level of theory is ωB97M-V/def2-TZVPD.

Last column: natural (NBO) charge in e.
Positions of all 8 atoms, in Å:
C1 0.19728 -0.45645 1.63331  -0.318
C2 -0.36980 -0.29058 3.59573  -0.159
C3 0.17616 -0.19530 0.33549  0.013
C4 -0.03185 0.50337 -0.74531  -0.435
I1 0.03279 1.50234 4.43793  0.281
H1 0.86172 -1.19878 1.94926  0.194
H2 0.37727 1.41353 -0.97869  0.212
H3 -0.43255 -0.00578 -1.71777  0.213

Its HOMO energy is -0.310 Eh. The multiplicity is 1.

***

#x
This record from the Open Molecules 2025 dataset describes an isolated molecule of C4H3I. The level of theory is ωB97M-V/def2-TZVPD.

Last column: natural (NBO) charge in e.
Positions of all 8 atoms, in Å:
C1 0.20926 0.54668 -0.10486  -0.030
C2 2.12809 -1.37915 0.19069  -0.090
C3 0.58316 -0.91054 -0.05584  -0.655
C4 -0.01338 1.67253 0.11208  -0.239
I1 3.46553 0.17238 -0.00971  0.221
H1 0.06026 -1.34422 0.91692  0.275
H2 0.10617 -1.47077 -0.84138  0.270
H3 -0.23675 2.74435 0.25834  0.248

Its HOMO energy is -0.325 Eh. The multiplicity is 1.

***

Which of them is least stable? Easy: #w.

***

#w
This record from the Open Molecules 2025 dataset describes a cluster of 2 separate species, C4H14NOS2 in total. The level of theory is ωB97M-V/def2-TZVPD.

Last column: natural (NBO) charge in e.
Positions of all 22 atoms, in Å:
N1 0.42901 -0.07744 -2.80488  -0.737
C1 1.02329 0.81112 -1.63682  -0.235
C2 1.86336 -0.17326 -0.79652  -0.644
S1 1.17211 -1.49752 0.17407  0.157
S2 -0.57346 -1.13874 0.91057  0.051
C3 -0.72138 -0.13991 2.48780  -0.497
C4 -0.68097 -1.11918 3.69466  -0.634
H1 -0.31573 0.55697 -3.20797  0.478
H2 1.00083 -0.27120 -3.60333  0.433
H3 0.19571 -1.10480 -2.51431  0.468
H4 0.25502 1.16866 -0.98583  0.258
H5 1.62250 1.78335 -1.91745  0.267
H6 2.44010 0.52312 -0.10712  0.251
H7 2.74168 -0.60779 -1.47640  0.251
H8 -0.05381 0.64732 2.63566  0.225
H9 -1.64322 0.30191 2.50834  0.225
H10 -1.40506 -1.98273 3.77550  0.229
H11 -0.90153 -0.45088 4.52400  0.221
H12 0.21882 -1.66899 3.90316  0.224
H13 -2.54413 2.11670 -1.68543  0.498
H14 -2.29960 0.74134 -1.83407  0.477
O1 -1.82354 1.58196 -2.04362  -0.967

Its HOMO energy is -0.445 Eh. The multiplicity is 1. The net charge is +1.

***

#x
This record from the Open Molecules 2025 dataset describes a cluster of 2 separate species, C4H14NOS2 in total. The level of theory is ωB97M-V/def2-TZVPD.

Last column: natural (NBO) charge in e.
Positions of all 22 atoms, in Å:
N1 3.12123 0.40742 -1.01788  -0.703
C1 2.36042 1.45687 -0.30014  -0.250
C2 0.84978 1.23403 -0.40333  -0.579
S1 0.14389 0.48024 1.07636  0.088
S2 -1.51185 -0.38339 0.44320  0.089
C3 -2.86608 0.01857 1.59776  -0.520
C4 -4.04885 -0.74887 0.95779  -0.651
H1 2.88932 -0.61083 -0.81682  0.488
H2 2.97764 0.40582 -2.02385  0.438
H3 4.17450 0.47609 -0.78139  0.451
H4 2.54574 2.46217 -0.65312  0.245
H5 2.69533 1.47619 0.78855  0.244
H6 0.55575 0.59677 -1.28157  0.240
H7 0.48296 2.29043 -0.49557  0.242
H8 -2.83208 -0.37493 2.61479  0.231
H9 -3.07222 1.08787 1.59365  0.228
H10 -4.87836 -0.12954 0.59747  0.241
H11 -4.62411 -1.11060 1.86473  0.226
H12 -3.75793 -1.66444 0.44134  0.230
H13 1.60078 -2.89198 -0.72552  0.509
H14 1.42650 -2.35207 -2.18114  0.501
O1 1.76766 -2.12582 -1.29534  -0.988

Its HOMO energy is -0.410 Eh. The multiplicity is 1. The net charge is +1.

***

Which of them is least stable? Easy: #w.